Record 1
{"formula": "C32H30AlN4OSi", "method": "ωB97M-V with the def2-TZVPD basis set", "symbols": ["Al", "C", "C", "C", "C", "N", "C", "C", "C", "C", "C", "C", "C", "H", "H", "H", "H", "H", "H", "H", "H", "C", "Si", "C", "C", "N", "C", "C", "C", "C", "C", "C", "O", "C", "C", "C", "C", "C", "C", "H", "H", "H", "H", "H", "H", "H", "H", "H", "H", "H", "H", "H", "H", "H", "H", "H", "H", "N", "C", "C", "C", "C", "N", "C", "C", "H", "H", "H", "H"], "coordinates": [[-0.07, 0.16, 0.33], [-0.05, -4.08, 1.39], [0.41, -4.04, 2.71], [0.69, -2.82, 3.28], [0.52, -1.64, 2.54], [0.03, -1.70, 1.29], [-0.25, -2.88, 0.74], [0.91, -0.31, 3.00], [1.46, -0.06, 4.26], [1.94, 1.20, 4.55], [1.90, 2.21, 3.60], [1.32, 1.96, 2.36], [0.79, 0.71, 2.04], [-0.26, -5.02, 0.89], [0.57, -4.96, 3.25], [1.06, -2.78, 4.29], [-0.62, -2.86, -0.27], [1.53, -0.84, 5.00], [2.37, 1.40, 5.52], [2.30, 3.19, 3.82], [1.29, 2.74, 1.61], [-0.25, 4.60, 0.03], [-1.24, 3.06, -0.51], [-2.33, 3.40, -2.04], [-2.39, 2.49, 0.90], [-0.22, 1.66, -0.78], [0.81, 1.69, -1.70], [1.17, 2.74, -2.54], [2.27, 2.64, -3.37], [3.04, 1.49, -3.40], [2.69, 0.41, -2.60], [1.59, 0.53, -1.78], [1.14, -0.50, -0.91], [1.75, -1.73, -1.12], [2.74, -2.16, -0.25], [3.34, -3.38, -0.46], [2.97, -4.16, -1.54], [1.99, -3.73, -2.42], [1.37, -2.51, -2.21], [-0.79, 5.50, -0.24], [0.73, 4.64, -0.43], [-0.11, 4.63, 1.11], [-3.11, 4.11, -1.79], [-2.82, 2.50, -2.41], [-1.76, 3.82, -2.87], [-2.63, 3.32, 1.56], [-1.92, 1.71, 1.50], [-3.34, 2.11, 0.52], [0.59, 3.65, -2.54], [2.53, 3.47, -4.01], [3.90, 1.42, -4.04], [3.27, -0.49, -2.62], [3.02, -1.52, 0.58], [4.12, -3.72, 0.21], [3.45, -5.12, -1.71], [1.71, -4.33, -3.27], [0.61, -2.14, -2.88], [-7.09, -1.42, -1.20], [-5.99, -1.21, -0.95], [-4.63, -0.95, -0.67], [-4.12, -1.08, 0.63], [-2.78, -0.86, 0.82], [-1.95, -0.51, -0.16], [-2.44, -0.35, -1.39], [-3.76, -0.56, -1.69], [-4.78, -1.34, 1.45], [-2.34, -0.95, 1.81], [-1.74, -0.02, -2.14], [-4.13, -0.41, -2.70]], "nbo_charge": [1.9743, -0.2517, -0.1163, -0.2340, 0.2325, -0.6153, 0.0693, -0.0384, -0.1952, -0.1984, -0.1838, -0.1869, -0.5983, 0.2401, 0.2367, 0.2347, 0.2103, 0.2093, 0.2254, 0.2245, 0.2151, -1.1277, 1.8049, -1.1148, -1.1056, -1.3427, 0.1349, -0.2650, -0.1637, -0.2438, -0.2547, 0.2535, -0.6346, 0.3479, -0.2638, -0.1894, -0.2004, -0.1814, -0.2834, 0.2488, 0.2451, 0.2436, 0.2457, 0.2239, 0.2415, 0.2562, 0.2152, 0.2290, 0.2197, 0.2236, 0.2278, 0.2326, 0.2415, 0.2328, 0.2318, 0.2320, 0.2331, -0.1962, 0.2236, -0.0822, -0.1903, 0.0867, -0.5855, 0.0680, -0.1466, 0.2567, 0.2297, 0.2399, 0.2484], "charge": 1}

***

Record 2
{"formula": "C9H15O2S", "method": "ωB97M-V with the def2-TZVPD basis set", "symbols": ["C", "C", "C", "C", "C", "S", "H", "H", "H", "H", "H", "H", "H", "H", "H", "O", "C", "O", "C", "C", "C", "H", "H", "H", "H", "H", "H"], "coordinates": [[2.58, 0.27, -1.85], [1.53, 0.85, -1.75], [0.23, 1.50, -1.66], [-0.89, 0.43, -1.54], [-2.00, 0.65, -2.58], [-3.44, -0.36, -2.11], [3.36, -0.43, -2.03], [0.08, 2.10, -2.55], [0.23, 2.13, -0.77], [-1.35, 0.43, -0.55], [-0.44, -0.53, -1.75], [-2.31, 1.69, -2.60], [-1.68, 0.36, -3.58], [-2.85, -1.57, -2.01], [-3.51, -0.04, -0.80], [-1.53, 0.07, 1.56], [-0.42, -0.30, 1.84], [0.40, -0.83, 0.92], [1.62, -1.28, 1.53], [1.72, -0.48, 2.82], [0.25, -0.28, 3.19], [1.54, -2.35, 1.71], [2.45, -1.09, 0.85], [2.31, -0.98, 3.59], [2.19, 0.49, 2.62], [-0.14, -1.11, 3.78], [0.07, 0.66, 3.71]], "nbo_charge": [-0.2111, -0.0280, -0.4815, -0.4203, -0.5016, 0.4590, 0.2455, 0.2364, 0.2542, 0.2524, 0.2333, 0.2612, 0.2653, 0.1989, 0.2168, -0.6180, 0.8115, -0.5017, -0.0713, -0.4295, -0.5301, 0.1880, 0.2111, 0.2376, 0.2179, 0.2495, 0.2543], "charge": 1}

***

Number 1: calculated total energy -56152.98590 eV. Number 2: calculated total energy -24497.25671 eV.